[1]
A 18-piece molecular cluster, C27H36Cl27N9 overall at a distorted geometry, computed with ωB97M-V/def2-TZVPD.

```
! RIJCOSX wB97M-V def2-TZVPD def2/J DEFGRID3
* xyz 0 1
C -4.230 2.209 -2.697
C -3.533 1.745 -1.510
N -2.864 1.531 -0.588
H -4.379 3.304 -2.649
H -5.189 1.769 -2.711
H -3.711 1.957 -3.628
C -5.115 1.694 5.680
C -4.192 2.226 4.603
N -3.379 2.596 3.854
H -4.827 2.168 6.649
H -4.834 0.600 5.724
H -6.154 1.715 5.487
C 0.293 -5.428 -4.076
C 1.082 -6.452 -3.324
N 1.713 -7.169 -2.679
H 0.123 -4.560 -3.487
H -0.693 -5.834 -4.295
H 0.710 -5.161 -5.089
C 5.396 -2.450 0.088
C 6.473 -1.594 0.629
N 7.344 -0.979 0.976
H 4.966 -2.928 0.932
H 5.852 -3.130 -0.658
H 4.643 -1.848 -0.501
C 2.831 -2.558 -3.121
C 1.663 -2.019 -3.713
N 0.750 -1.487 -4.121
H 2.516 -3.392 -2.607
H 3.314 -1.864 -2.451
H 3.614 -2.834 -3.878
C 4.547 1.557 1.342
C 3.785 2.792 1.335
N 3.171 3.761 1.527
H 4.623 1.241 0.311
H 4.013 0.751 1.922
H 5.597 1.667 1.702
C 0.267 0.237 0.145
C 1.674 0.382 -0.270
N 2.802 0.428 -0.584
H 0.106 0.104 1.214
H -0.106 -0.645 -0.384
H -0.375 1.042 -0.230
C -5.260 -3.910 -2.615
C -4.055 -4.299 -1.943
N -3.032 -4.572 -1.501
H -5.277 -4.090 -3.652
H -5.244 -2.807 -2.574
H -6.223 -4.263 -2.180
C -0.237 -3.666 1.761
C 0.303 -3.744 0.425
N 0.852 -3.739 -0.576
H -1.280 -3.239 1.695
H 0.373 -3.112 2.440
H -0.379 -4.670 2.130
C -0.545 3.450 -2.243
Cl 0.248 2.626 -3.563
Cl -1.432 4.853 -2.843
Cl 0.666 3.944 -1.028
H -1.251 2.779 -1.726
C -0.520 0.004 5.458
Cl 1.165 0.199 5.933
Cl -1.589 -0.450 6.821
Cl -0.662 -1.031 4.075
H -0.861 0.994 5.178
C -4.366 -1.171 0.731
Cl -5.007 -2.738 0.948
Cl -3.470 -0.741 2.191
Cl -5.669 0.045 0.516
H -3.612 -1.040 -0.046
C 2.923 6.431 -1.248
Cl 2.362 6.790 -2.862
Cl 1.817 7.120 -0.059
Cl 4.528 6.988 -1.033
H 2.917 5.352 -1.161
C -1.972 -1.151 -5.184
Cl -3.196 -0.028 -5.623
Cl -1.636 -2.254 -6.497
Cl -2.484 -2.116 -3.755
H -1.065 -0.708 -4.864
C 3.795 -3.809 4.265
Cl 4.951 -3.796 5.561
Cl 3.386 -2.106 3.848
Cl 2.320 -4.579 4.769
H 4.215 -4.372 3.465
C 0.700 4.092 3.466
Cl 0.858 4.041 5.246
Cl -0.529 5.307 3.060
Cl 0.468 2.499 2.809
H 1.617 4.441 2.983
C 4.237 1.686 -2.862
Cl 5.465 0.445 -2.540
Cl 4.321 2.102 -4.546
Cl 4.560 3.035 -1.844
H 3.290 1.222 -2.612
C -4.262 4.429 1.775
Cl -3.568 4.897 0.187
Cl -5.792 3.583 1.626
Cl -4.575 5.955 2.694
H -3.574 3.745 2.253
*
```

HOMO-LUMO gap: 10.69 eV
energy: -13968.27553 a.u.
molar mass: 1443.9 g/mol

Atom charges from the Mulliken analysis, given in e for atoms 1 to 6:
1 C -0.900
2 C 0.434
3 N -0.286
4 H 0.272
5 H 0.391
6 H 0.150

[2]
C27H36CrGeN6OPSSe as an isolated structure, computed with ωB97M-V/def2-TZVPD.

```
! RIJCOSX wB97M-V def2-TZVPD def2/J DEFGRID3
* xyz 1 5
Cr -0.979 0.815 0.000
C -2.397 5.594 2.590
N -1.554 4.636 1.886
C -0.200 4.749 1.734
C 0.209 3.623 1.084
N -0.875 2.825 0.840
C -1.930 3.455 1.337
P -3.650 2.858 1.253
C -3.688 2.452 -0.521
N -2.838 1.665 -1.159
C -3.227 1.653 -2.465
C -4.331 2.443 -2.619
N -4.616 2.948 -1.383
C -5.716 3.852 -1.070
C -3.360 1.186 1.908
N -2.380 0.376 1.533
C -2.548 -0.799 2.209
C -3.637 -0.686 3.022
N -4.150 0.566 2.819
C -5.297 1.119 3.527
H -1.999 6.593 2.437
H -2.416 5.373 3.656
H -3.409 5.553 2.197
H 0.344 5.606 2.092
H 1.205 3.355 0.773
H -2.710 1.069 -3.208
H -4.928 2.681 -3.482
H -6.325 3.973 -1.961
H -5.340 4.827 -0.766
H -6.334 3.438 -0.277
H -1.883 -1.630 2.046
H -4.090 -1.380 3.709
H -6.045 0.341 3.652
H -5.728 1.932 2.949
H -4.998 1.493 4.505
C 4.164 3.260 -0.375
Ge 4.207 1.333 -0.713
C 4.689 0.977 -2.571
C 5.401 0.443 0.547
C 2.393 0.611 -0.406
Se 1.020 1.434 -1.535
C 1.037 0.109 -2.953
H 5.079 3.724 -0.745
H 4.096 3.468 0.695
H 3.322 3.731 -0.884
H 5.722 1.268 -2.761
H 4.051 1.545 -3.250
H 4.589 -0.085 -2.801
H 6.430 0.772 0.399
H 5.367 -0.639 0.422
H 5.112 0.680 1.572
H 2.078 0.735 0.630
H 2.331 -0.458 -0.615
H 2.041 0.066 -3.365
H 0.340 0.437 -3.721
H 0.731 -0.845 -2.532
C 4.603 -8.811 -0.930
C 3.779 -7.559 -0.785
O 4.223 -6.448 -0.864
S 2.043 -7.907 -0.495
C 1.403 -6.258 -0.402
C 0.639 -5.755 -1.447
C 0.143 -4.464 -1.386
C 0.411 -3.653 -0.280
C 1.177 -4.172 0.767
C 1.665 -5.466 0.709
C -0.071 -2.302 -0.233
C -0.491 -1.156 -0.223
H 5.527 -8.691 -0.366
H 4.860 -8.928 -1.984
H 4.069 -9.698 -0.596
H 0.441 -6.374 -2.312
H -0.453 -4.070 -2.199
H 1.393 -3.549 1.625
H 2.262 -5.861 1.519
*
```

energy relative to the best compared isomer or geometry (same formula, charge and spin): 0.0 kcal/mol
HOMO-LUMO gap (spin up / spin down): 7.42 / 7.56 eV
energy: -7716.41486 a.u.
molar mass: 727.2 g/mol

Atom charges from the Mulliken analysis, given in e for atoms 1 to 6:
1 Cr 0.191
2 C -0.868
3 N 0.206
4 C -0.743
5 C -0.445
6 N 0.765

[3]
A 9-piece molecular cluster, C27H36F6O27 overall at a distorted geometry, computed with ωB97M-V/def2-TZVPD.

```
! RIJCOSX wB97M-V def2-TZVPD def2/J DEFGRID3
* xyz 0 1
C -17.018 -2.404 22.459
C -16.573 -2.063 21.031
O -15.246 -1.605 21.210
C -15.055 -1.297 22.511
O -14.101 -0.746 22.945
O -16.130 -1.641 23.250
F -17.287 -1.039 20.479
H -16.890 -3.466 22.665
H -18.064 -2.128 22.586
H -16.722 -2.950 20.415
C -15.188 -5.084 17.996
C -14.237 -6.196 18.436
O -14.426 -6.031 19.855
C -14.994 -4.843 20.181
O -15.267 -4.539 21.293
O -15.326 -4.213 19.053
F -12.916 -5.842 18.284
H -16.142 -5.557 17.722
H -14.953 -4.673 17.015
H -14.360 -7.193 18.040
C -12.642 -8.567 21.255
C -12.787 -8.898 22.730
O -12.227 -10.198 22.737
C -11.280 -10.259 21.794
O -10.385 -11.046 21.708
O -11.368 -9.167 20.973
F -14.103 -9.054 23.053
H -12.926 -7.532 21.065
H -13.395 -9.105 20.672
H -12.248 -8.213 23.382
C -14.936 -1.470 15.694
C -14.865 -0.767 17.045
O -14.075 0.338 16.817
C -13.399 0.182 15.625
O -12.583 0.924 15.208
O -13.787 -0.965 15.024
F -14.307 -1.574 18.009
H -15.824 -1.210 15.113
H -14.907 -2.553 15.800
H -15.875 -0.535 17.398
C -20.549 -3.548 17.869
C -19.558 -2.561 18.527
O -18.343 -2.924 17.914
C -18.551 -3.756 16.895
O -17.666 -4.187 16.223
O -19.824 -4.135 16.794
F -19.375 -2.775 19.858
H -21.454 -3.007 17.586
H -20.962 -4.277 18.570
H -19.871 -1.525 18.385
C -16.121 -9.165 13.840
C -16.835 -9.246 15.194
O -16.251 -8.235 15.948
C -15.331 -7.552 15.197
O -14.764 -6.576 15.561
O -15.362 -7.968 13.925
F -16.681 -10.487 15.727
H -16.873 -9.109 13.056
H -15.430 -10.002 13.735
H -17.896 -9.006 15.074
C -17.751 -6.304 23.049
O -17.701 -6.087 21.626
C -17.734 -7.062 20.754
O -17.512 -8.224 20.997
O -18.186 -6.590 19.612
C -18.744 -7.473 18.653
H -16.741 -6.426 23.445
H -18.121 -7.325 23.167
H -18.256 -5.446 23.466
H -19.317 -8.226 19.194
H -18.000 -7.909 17.995
H -19.431 -6.889 18.041
C -8.482 -7.756 23.900
O -9.830 -7.408 23.607
C -10.006 -6.408 22.776
O -9.217 -5.994 21.969
O -11.272 -5.996 22.858
C -11.721 -4.839 22.158
H -8.436 -8.540 24.651
H -7.869 -6.934 24.267
H -7.996 -8.157 23.012
H -11.820 -5.054 21.093
H -10.966 -4.058 22.239
H -12.680 -4.512 22.545
C -13.415 -10.610 16.242
O -14.042 -11.615 17.030
C -13.866 -11.480 18.337
O -13.036 -10.840 18.917
O -14.842 -12.181 18.941
C -15.138 -11.897 20.306
H -12.347 -10.818 16.336
H -13.651 -9.573 16.488
H -13.687 -10.691 15.190
H -16.201 -11.644 20.365
H -14.567 -11.028 20.617
H -15.097 -12.769 20.955
*
```

energy relative to the best compared isomer or geometry (same formula, charge and spin): 0.0 kcal/mol
HOMO-LUMO gap: 10.44 eV
energy: -3681.17647 a.u.
molar mass: 906.5 g/mol
SMILES string: O=C1OC[C@@H](F)O1.O=C1OC[C@@H](F)O1.O=C1OC[C@@H](F)O1.O=C1OC[C@@H](F)O1.O=C1OC[C@@H](F)O1.O=C1OC[C@@H](F)O1.COC(=O)OC.COC(=O)OC.COC(=O)OC

Atom charges from the Mulliken analysis, given in e for atoms 1 to 6:
1 C -0.168
2 C 1.364
3 O -0.293
4 C 0.542
5 O -0.551
6 O -0.389